1.
2 unconnected molecules or ions with the total composition C2H6 at a distorted geometry. Source: the Open Molecules 2025 dataset; level of theory: the ωB97M-V functional and the def2-TZVPD basis.

Geometry (Å):
C  -1.3434  0.0116  -0.0268
C  1.6002  -0.0148  -0.0622
H  -1.3072  -0.9739  0.5035
H  -1.0239  1.0117  0.4980
H  -2.0161  0.0615  -0.7632
H  1.3445  0.9694  0.0906
H  1.4066  -0.3363  -1.0576
H  1.3393  -0.7293  0.8176

Results
spin multiplicity	1
highest occupied orbital energy (alpha / beta)	-9.04 / -9.04	eV
energy relative to the best compared isomer or geometry (same formula, charge and spin)	109.9	kcal per mole
gap between HOMO and LUMO (alpha / beta)	9.28 / 9.23	eV
total charge	0

***

2.
A molecular structure, C2H6B2F8N2O4Tl at a distorted geometry. Source: the Open Molecules 2025 dataset; level of theory: the ωB97M-V functional and the def2-TZVPD basis.

Geometry (Å):
Tl  -0.9627  5.5236  12.6270
B  -1.9118  4.7732  8.6508
F  -1.2204  5.3455  9.7207
F  -0.9712  4.0882  7.9020
F  -2.8074  3.8652  9.1654
F  -2.5730  5.6709  7.8888
B  -0.5459  5.4680  15.9672
F  -0.6465  4.9408  17.2269
F  -1.7377  6.0171  15.4435
F  0.3969  6.5199  15.9529
F  -0.1461  4.5035  15.0815
C  -0.8124  9.4978  15.9341
N  -0.5152  9.2079  14.5170
O  -0.1450  10.1184  13.7900
O  -0.7844  8.0839  14.0869
H  -1.1350  8.5329  16.3253
H  -1.5572  10.2936  15.9346
H  0.0917  9.8176  16.4524
C  -4.3904  7.9154  9.5506
N  -2.9465  7.9033  9.9802
O  -2.6440  7.3752  11.0391
O  -2.1659  8.3612  9.2385
H  -4.6333  8.9002  9.1513
H  -5.0822  7.6725  10.3571
H  -4.3301  7.1438  8.7831

Results
spin multiplicity	2
highest occupied orbital energy (alpha / beta)	-11.64 / -11.59	eV
⟨S²⟩	0.759
gap between HOMO and LUMO (alpha / beta)	9.78 / 3.55	eV
total charge	0

***

3.
A molecular structure, C2H6B2F8ORbS at a distorted geometry. Source: the Open Molecules 2025 dataset; level of theory: the ωB97M-V functional and the def2-TZVPD basis.

Geometry (Å):
Rb  37.8449  8.2226  -20.4849
B  41.6241  9.3118  -17.1949
F  41.5747  8.0335  -17.7315
F  40.4973  9.4056  -16.3802
F  42.8575  9.5237  -16.5228
F  41.3297  10.1204  -18.2751
B  32.5516  5.3871  -21.4382
F  31.6634  6.1366  -22.2417
F  33.0408  6.2648  -20.5562
F  32.0184  4.3166  -20.7102
F  33.7156  4.9543  -22.0906
C  42.1019  6.3767  -27.2360
S  42.8626  6.6670  -25.5682
O  41.5946  7.1080  -24.8383
C  43.1251  4.8836  -25.1093
H  41.5689  5.4390  -27.3936
H  42.7829  6.6238  -28.0505
H  41.3740  7.1541  -27.4682
H  43.5073  4.1654  -25.8346
H  42.1439  4.5624  -24.7600
H  43.6577  4.9270  -24.1593

Results
spin multiplicity	1
highest occupied orbital energy	-7.98	eV
energy relative to the best compared isomer or geometry (same formula, charge and spin)	84.7	kcal per mole
gap between HOMO and LUMO	8.71	eV
total charge	-1

***

4.
A gas-phase ion, C2H6B2FO4 (charge -1). Source: the Open Molecules 2025 dataset; level of theory: the ωB97M-V functional and the def2-TZVPD basis.

Geometry (Å):
O  0.2776  2.1304  -0.5948
B  -0.7747  1.3288  -0.2086
O  -2.0478  1.8040  -0.4363
C  -0.5847  -0.1070  0.4381
O  -0.6244  -1.0631  -0.5980
B  0.8005  -1.3956  -0.8977
O  1.4725  -1.1985  0.4414
C  0.7384  -0.3566  1.1859
F  0.4053  -0.9802  2.4554
H  0.9337  1.5824  -1.0384
H  -2.6440  1.0553  -0.4258
H  -1.3781  -0.2592  1.1821
H  1.2551  -0.5338  -1.6953
H  0.8798  -2.5372  -1.3177
H  1.2907  0.5304  1.5098

Results
spin multiplicity	1
highest occupied orbital energy	-4.26	eV
gap between HOMO and LUMO	7.66	eV
total charge	-1

***

5.
2 unconnected molecules or ions with the total composition C2H6BNO at a distorted geometry. Source: the Open Molecules 2025 dataset; level of theory: the ωB97M-V functional and the def2-TZVPD basis.

Geometry (Å):
B  -2.3139  0.4056  -0.1351
C  0.9023  0.2230  -0.7114
C  0.7265  -0.7079  0.4927
N  0.6346  0.8550  0.5565
O  -2.0676  -0.6551  -0.6545
H  -3.1395  1.2549  -0.0747
H  1.9401  0.1999  -1.0617
H  0.1835  -0.2503  -1.3344
H  -0.0909  -1.1938  0.9408
H  1.6863  -1.0950  0.9901
H  1.5386  0.9638  0.9917

Results
spin multiplicity	1
highest occupied orbital energy	-9.68	eV
SMILES	C1CN1.B=O
energy relative to the best compared isomer or geometry (same formula, charge and spin)	70.7	kcal per mole
gap between HOMO and LUMO	10.50	eV
total charge	0

***

6.
2 unconnected molecules or ions with the total composition C2H6BNO at a distorted geometry. Source: the Open Molecules 2025 dataset; level of theory: the ωB97M-V functional and the def2-TZVPD basis.

Geometry (Å):
B  1.4060  1.9484  0.5569
C  -0.9597  -1.4719  -0.0509
C  -0.0573  -0.8101  -1.1600
N  0.2601  2.0753  0.9972
O  -0.0585  0.3877  -1.3835
H  2.4697  1.8926  0.1473
H  -0.3040  -1.2667  0.9139
H  -1.8713  -0.9139  0.1893
H  -1.0154  -2.5516  -0.2308
H  0.7063  -1.6131  -1.3450
H  -0.5759  2.3233  1.3656

Results
spin multiplicity	1
highest occupied orbital energy	-9.81	eV
SMILES	[H]/B=N\[H].CC=O
energy relative to the best compared isomer or geometry (same formula, charge and spin)	52.2	kcal per mole
gap between HOMO and LUMO	10.65	eV
total charge	0

***

7.
2 unconnected molecules or ions with the total composition C2H6BNO3 at a distorted geometry. Source: the Open Molecules 2025 dataset; level of theory: the ωB97M-V functional and the def2-TZVPD basis.

Geometry (Å):
B  1.3883  0.2664  0.0328
C  -2.0596  0.5104  -0.0550
C  0.2023  -0.8236  -0.2679
N  -1.2396  -0.5600  -0.3156
O  -1.6541  1.5556  0.3327
O  2.6522  -0.1638  0.1492
O  0.9840  1.5776  -0.0635
H  -3.1040  0.2123  -0.2725
H  0.5227  -1.7535  -0.8194
H  0.8095  -1.5885  1.3454
H  -1.7554  -1.5022  -0.4882
H  3.1508  0.4814  0.5614
H  0.1028  1.7880  -0.1394

Results
spin multiplicity	1
highest occupied orbital energy	-8.93	eV
energy relative to the best compared isomer or geometry (same formula, charge and spin)	63.7	kcal per mole
gap between HOMO and LUMO	8.88	eV
total charge	0

***

8.
2 unconnected molecules or ions with the total composition C2H6BrN at a distorted geometry. Source: the Open Molecules 2025 dataset; level of theory: the ωB97M-V functional and the def2-TZVPD basis.

Geometry (Å):
C  0.6295  -1.9849  -0.0314
C  -1.3035  2.3547  0.0134
N  0.5551  -0.5730  0.1062
Br  2.0949  0.3421  0.0074
H  0.7687  -2.4509  0.9574
H  -0.3412  -2.3115  -0.4147
H  1.4275  -2.3505  -0.6835
H  -0.5243  2.9252  0.4735
H  -1.3203  2.2469  -1.0497
H  -1.9864  1.8020  0.6212

Results
spin multiplicity	3
highest occupied orbital energy (alpha / beta)	-8.49 / -9.65	eV
energy relative to the best compared isomer or geometry (same formula, charge and spin)	12.3	kcal per mole
⟨S²⟩	2.009
gap between HOMO and LUMO (alpha / beta)	9.25 / 8.96	eV
total charge	0

***

9.
A molecular structure, C2H6CaF2N2O2S at a distorted geometry. Source: the Open Molecules 2025 dataset; level of theory: the ωB97M-V functional and the def2-TZVPD basis.

Geometry (Å):
C  -1.7053  -0.9673  -0.4888
C  -0.6837  0.0699  -0.8738
F  -0.4063  0.0527  -2.1955
N  0.6506  -0.0709  -0.2140
N  1.1226  -1.4118  -0.1586
S  0.8439  0.7985  1.1116
O  0.8322  2.2500  0.7005
O  1.9964  0.4852  1.8400
F  -0.3846  0.6625  1.9554
H  -1.3017  -1.7760  0.1024
H  -2.1333  -1.3662  -1.3963
H  -2.5145  -0.5125  0.0648
H  -1.0584  1.0670  -0.6421
H  1.9910  -1.4741  -0.6758
H  1.2790  -1.7492  0.7829
Ca  1.4719  3.9423  0.0874

Results
spin multiplicity	1
highest occupied orbital energy	-17.73	eV
gap between HOMO and LUMO	8.00	eV
total charge	+2

***

10.
A single C2H6Cl2NO2P molecule at a distorted geometry. Source: the Open Molecules 2025 dataset; level of theory: the ωB97M-V functional and the def2-TZVPD basis.

Geometry (Å):
C  0.7030  1.3420  0.0500
C  -2.2927  0.1481  0.1160
N  -1.0398  -2.0993  0.0603
O  1.0127  1.8091  -1.1765
O  0.2777  -0.0364  0.0046
P  -0.9737  -0.6605  -0.8705
Cl  -2.5556  1.9341  -0.2904
Cl  -3.9541  -0.5706  -0.0274
H  1.6137  1.3332  0.6538
H  -0.0923  1.8633  0.3904
H  1.9571  1.9090  -1.3776
H  -1.8871  0.0866  1.1243
H  -1.9999  -2.2048  0.5510
H  -0.7911  -3.0888  -0.2949

Results
spin multiplicity	1
highest occupied orbital energy	-9.03	eV
SMILES	NP(OCO)C(Cl)Cl
energy relative to the best compared isomer or geometry (same formula, charge and spin)	4.2	kcal per mole
gap between HOMO and LUMO	9.76	eV
total charge	0